{"formula": "C33H68CuF3NO16S5", "method": "ωB97M-V/def2-TZVPD", "homo_lumo_gap_ev": [8.5, 4.1], "s_squared": 2.011, "spin_multiplicity": 3, "energy_ha": -6487.18822, "largest_force_ha_per_bohr": 0.09621, "e_homo_ev": [-10.98, -10.98], "total_charge": 1, "species": ["Cu", "C", "C", "O", "O", "H", "H", "H", "C", "O", "O", "C", "F", "F", "F", "C", "C", "H", "H", "H", "H", "H", "H", "C", "C", "C", "O", "H", "H", "H", "H", "H", "H", "H", "H", "C", "C", "C", "O", "C", "N", "H", "H", "H", "H", "H", "H", "H", "H", "H", "H", "H", "C", "C", "C", "S", "O", "O", "C", "H", "H", "H", "H", "H", "H", "H", "H", "C", "C", "C", "S", "O", "O", "C", "H", "H", "H", "H", "H", "H", "H", "H", "C", "C", "C", "S", "O", "O", "C", "H", "H", "H", "H", "H", "H", "H", "H", "C", "C", "C", "S", "O", "O", "C", "H", "H", "H", "H", "H", "H", "H", "H", "C", "C", "C", "S", "O", "O", "C", "H", "H", "H", "H", "H", "H", "H", "H"], "xyz": [[8.590526, 6.473452, 13.651077], [4.989838, 4.739457, 12.806961], [6.223256, 5.426915, 13.244393], [6.953401, 5.003966, 14.111156], [6.528159, 6.506598, 12.723802], [4.193098, 5.430329, 12.531291], [4.576983, 4.047378, 13.540917], [5.224923, 4.147426, 11.922465], [9.907382, 9.219149, 12.740710], [8.602961, 9.019896, 12.381431], [10.213056, 8.025900, 13.375736], [10.778420, 9.852942, 11.577113], [12.015960, 9.984761, 11.875937], [10.744771, 9.339637, 10.423042], [10.305886, 11.099373, 11.464873], [7.758571, 10.064229, 11.898815], [6.404573, 9.752347, 12.277079], [6.014716, 8.825936, 11.855347], [6.436791, 9.665523, 13.363138], [5.749321, 10.577697, 11.998599], [7.806465, 10.068310, 10.809877], [7.977725, 11.063646, 12.274607], [9.744168, 10.009781, 13.473079], [14.127436, 7.316763, 16.585048], [13.429610, 8.193033, 15.532641], [14.434596, 9.187001, 14.790494], [13.046812, 7.302198, 14.615492], [13.401452, 6.708219, 17.124238], [14.523303, 8.016580, 17.321024], [14.890458, 6.791259, 16.010828], [12.574387, 8.617540, 16.058455], [15.151614, 9.763040, 15.375441], [13.746630, 9.894637, 14.327834], [14.994551, 8.687905, 13.999639], [12.450175, 7.651661, 13.949543], [16.804033, 5.356288, 8.362234], [17.091575, 5.768898, 9.782451], [15.963337, 5.282029, 10.729236], [14.811793, 6.129387, 10.604076], [14.704590, 7.104594, 11.651664], [18.250031, 4.910573, 10.187743], [15.975855, 5.951175, 7.977088], [16.566743, 4.298653, 8.247347], [17.728196, 5.615825, 7.845831], [17.153592, 6.840084, 9.974332], [16.373307, 5.468031, 11.721922], [15.690191, 4.233821, 10.607741], [15.380442, 7.942544, 11.480869], [14.935474, 6.591990, 12.585492], [13.704739, 7.532523, 11.724255], [18.938725, 5.340967, 9.587276], [18.472475, 5.174300, 11.136992], [2.306769, 7.454509, 9.081894], [3.313011, 8.514660, 9.757583], [3.119612, 8.447841, 11.280787], [1.457511, 7.957883, 11.596449], [0.603826, 9.122254, 11.629603], [1.441396, 6.969141, 12.625688], [1.088978, 7.121362, 10.019356], [2.649825, 6.436687, 8.896276], [2.128760, 7.922200, 8.113558], [3.100525, 9.522820, 9.401813], [4.292734, 8.112978, 9.498956], [3.309616, 9.340749, 11.876367], [3.793990, 7.661334, 11.619468], [0.089265, 7.527032, 9.864065], [0.965753, 6.086278, 10.337969], [3.356860, 13.440062, 8.446572], [1.948041, 12.957571, 8.746348], [1.709130, 12.539122, 10.163653], [3.079478, 13.349273, 11.184839], [3.910480, 12.283152, 11.821599], [2.470379, 14.284822, 12.074171], [3.850509, 14.246898, 9.570599], [3.426757, 13.805267, 7.421959], [4.075975, 12.629833, 8.326210], [1.763150, 12.094092, 8.107344], [1.206155, 13.682932, 8.412346], [1.840037, 11.480294, 10.386927], [0.740056, 12.917145, 10.489361], [4.934120, 14.353902, 9.619929], [3.391408, 15.234707, 9.610087], [9.188613, 11.923105, 7.345217], [10.562031, 12.421794, 7.818878], [10.405888, 13.552376, 8.883781], [8.615389, 13.985540, 8.958047], [8.269290, 15.437229, 8.768296], [8.168737, 13.294668, 10.220492], [8.103727, 12.994303, 7.427405], [8.976654, 10.979845, 7.848633], [9.200565, 11.662618, 6.286861], [11.053306, 12.839012, 6.939873], [11.024087, 11.529900, 8.242129], [10.794847, 14.525603, 8.584380], [10.714208, 12.974504, 9.755051], [8.085105, 13.640748, 6.549988], [7.090908, 12.604781, 7.530270], [8.539991, 9.322061, 18.883819], [9.875541, 8.778506, 18.329265], [9.770291, 8.999456, 16.814975], [8.035236, 8.801439, 16.319194], [7.853398, 7.553311, 15.546218], [7.759726, 10.083132, 15.597283], [7.346469, 8.847901, 18.073281], [8.564660, 10.411765, 18.889456], [8.436438, 9.122113, 19.950302], [9.875147, 7.828517, 18.863714], [10.813656, 9.163742, 18.728812], [10.256888, 8.194389, 16.264343], [10.165595, 9.937864, 16.426093], [6.976755, 7.851678, 18.316055], [6.458240, 9.475815, 18.143134], [7.474268, 6.355638, 8.706002], [7.003191, 4.880186, 8.878908], [8.178681, 4.191533, 9.652605], [9.338509, 5.456397, 10.289345], [10.654638, 5.304374, 9.627201], [9.279642, 5.464210, 11.783615], [8.360204, 7.001071, 9.671780], [6.539402, 6.877519, 8.910393], [7.782722, 6.593980, 7.688089], [6.944941, 4.360836, 7.922357], [6.125371, 4.816640, 9.521936], [8.802864, 3.567148, 9.013355], [7.859171, 3.674753, 10.557554], [8.892865, 7.874751, 9.296198], [7.711369, 7.211345, 10.522019]], "forces_ev_per_angstrom": [[-2.12, -0.21, -0.28], [-0.83, -0.78, -0.10], [-2.70, 0.89, -1.61], [3.84, -1.42, 2.78], [1.28, 2.01, -1.36], [0.21, 0.21, 0.06], [0.26, 0.06, 0.12], [0.07, -0.05, -0.10], [-2.04, -1.83, 0.14], [-0.71, -0.57, -1.17], [1.37, 1.30, -0.57], [-0.68, 1.53, 2.06], [2.87, -0.27, 1.68], [-1.15, -2.35, -2.85], [-0.76, 0.75, 0.03], [0.64, 0.79, -1.49], [-1.89, -0.45, 1.14], [0.14, -0.04, -0.01], [-0.61, -0.08, 0.13], [-0.09, 0.02, 0.06], [0.54, 0.30, -0.20], [0.65, -0.13, 0.09], [1.29, 0.51, 1.10], [-0.13, 1.60, -0.14], [2.88, 0.82, 1.70], [-1.47, 0.22, 0.81], [-1.90, -2.63, -2.59], [0.17, -0.42, -0.38], [0.57, -0.27, 0.10], [0.09, -0.38, 0.67], [-0.08, 0.99, -0.25], [-0.24, -0.13, 0.39], [0.28, 0.36, -0.38], [-0.22, -0.35, 0.19], [-0.01, 0.21, -0.06], [0.03, 1.30, -0.18], [-1.68, -3.22, 1.34], [0.19, 1.87, 0.01], [-0.53, 0.18, 0.23], [0.40, -0.85, -0.45], [-0.58, 1.72, -0.53], [0.05, -0.02, -0.26], [0.22, 0.07, 0.25], [-0.20, -0.22, -0.76], [0.48, 0.16, -0.40], [-0.05, -0.53, 0.42], [0.03, 0.10, -0.19], [0.30, 0.07, 0.07], [-0.04, 0.34, 0.28], [-0.17, -0.35, -0.33], [1.10, -0.54, 0.19], [0.46, -0.07, 0.27], [-0.78, 0.33, 0.60], [-1.10, -1.47, 0.45], [1.01, -0.23, -0.37], [-0.74, -0.09, -1.36], [0.39, 0.04, 0.36], [-0.07, -0.35, 1.09], [0.35, 1.26, 0.84], [1.11, 0.41, -0.11], [-0.81, -0.42, 0.02], [0.26, -0.21, -0.31], [0.23, 0.81, -0.05], [0.06, 0.19, -0.31], [-0.28, -0.10, 0.47], [0.17, 0.05, -0.78], [0.34, -0.10, -0.55], [0.57, -1.40, -0.64], [-0.47, -0.92, -1.47], [1.10, 0.59, 1.07], [0.37, -1.98, -0.88], [-0.97, 1.76, -1.80], [0.08, 0.94, 0.22], [-0.09, 0.71, 1.82], [-0.27, 1.06, 0.26], [-0.22, -0.79, 0.39], [-0.10, -0.08, -0.15], [0.14, 0.28, 0.24], [-0.22, 0.03, -0.17], [0.29, -0.18, 0.51], [-0.10, -0.19, 0.38], [-0.05, 0.02, 0.29], [-0.69, -0.24, -0.81], [-0.86, 0.97, -0.72], [-0.96, -0.84, -1.31], [-1.73, 0.37, 1.72], [1.19, -3.47, 0.33], [0.30, 1.22, -2.69], [0.45, 0.20, 1.27], [-0.56, 0.27, 0.31], [0.43, -0.22, -0.05], [0.52, -0.37, 0.21], [0.68, 0.50, -0.18], [0.93, -0.39, 0.50], [-0.17, 1.57, 0.75], [0.34, 0.28, 0.25], [0.09, 0.05, 0.46], [0.51, 1.80, 0.81], [-0.91, 0.25, 0.78], [0.39, -2.38, 0.04], [0.44, 3.18, -1.17], [0.10, 0.47, 0.87], [-0.15, -2.49, 1.20], [-0.04, -0.87, -0.80], [-0.16, 0.21, -0.39], [-0.19, -0.51, -0.08], [0.27, -1.16, -1.61], [-0.37, 0.94, 0.01], [0.25, -0.03, -0.10], [-0.40, 0.15, 0.43], [0.43, -0.26, -0.06], [0.31, 0.34, -0.45], [-2.87, 0.57, -2.20], [2.76, -0.10, 1.28], [-0.05, 0.29, 0.27], [1.60, 1.41, -0.42], [-2.44, 0.29, 1.40], [0.17, 0.01, -0.96], [0.69, -2.12, 2.04], [-0.23, 0.43, -0.91], [-0.10, -0.37, -0.08], [-0.61, 0.28, 0.16], [-0.14, 0.00, -0.52], [-0.06, -0.04, 0.18], [0.07, -0.23, -0.20], [0.40, -0.49, 0.25], [0.68, 0.39, 0.50]]}